# 1
The following is a DFT calculation (ωB97M-V with the def2-TZVPD basis set) of a molecular structure, C5H14N4 in a non-equilibrium geometry.

Spin multiplicity ... 1
Highest occupied orbital energy ... -6.7 eV
DFT total energy ... -417.707174 Ha
Orbital gap ... 7.5 eV
ΔE to the lowest compared entry with this formula, charge and spin ... 6.023 eV

CARTESIAN COORDINATES (ANGSTROEM)
C 0.37360 0.41422 1.51065
C -0.54300 0.68320 2.69871
C -0.75969 0.11785 0.01172
C -1.69721 0.99742 -0.41230
H 0.85055 1.35315 1.21899
H 1.21627 -0.17810 1.88693
H -1.11896 -0.85792 0.31869
H -1.07897 -0.24394 2.93378
H -1.30812 1.41181 2.41894
H 0.00857 1.03518 3.57449
H -1.43807 1.98339 -0.77087
H -2.74319 0.78998 -0.24585
N 0.49781 -0.27519 -1.24975
N 1.40240 0.80650 -1.50855
N -0.14669 -0.63740 -2.49823
C 1.23160 -1.37563 -0.63867
N 0.67946 -2.51092 -0.65254
H 1.26564 1.50419 -0.78106
H 1.16996 1.26844 -2.38290
H -1.11049 -0.31679 -2.39953
H -0.19209 -1.65430 -2.54874
H 1.20873 -3.22319 -0.16101
H 2.23190 -1.09195 -0.32291

# 2
The following is a DFT calculation (ωB97M-V with the def2-TZVPD basis set) of a gas-phase ion, C6H8NS (charge -1) in a non-equilibrium geometry.

Spin multiplicity ... 1
Total charge ... -1
Highest occupied orbital energy ... -1.9 eV
SMILES string ... Cc1c[nH]c([S-])c1C
DFT total energy ... -686.393146 Ha
Orbital gap ... 5.8 eV
ΔE to the lowest compared entry with this formula, charge and spin ... 0.000 eV

CARTESIAN COORDINATES (ANGSTROEM)
C 0.35740 -0.37948 1.92497
C -0.14365 -0.49725 0.53926
C -0.57501 -1.66438 -0.09084
N -0.74488 -1.38458 -1.43718
C -0.43161 0.02161 -1.69845
S -0.47717 0.61114 -3.28684
C 0.07643 0.49681 -0.46789
C 0.47601 1.88915 -0.16244
H 1.31425 -0.92830 1.98487
H 0.50678 0.64864 2.16601
H -0.46609 -0.84513 2.55358
H -0.68674 -2.73074 0.29370
H -1.14388 -2.09846 -2.01712
H 1.52949 2.10164 -0.31054
H -0.00502 2.61844 -0.86633
H 0.41367 2.14090 0.87524